Formula: C54H54IN5O4P3RuS3SeTe
Source: the Open Molecules 2025 dataset
Level of theory: wB97M-V/def2-TZVPD

```
127
Properties=species:S:1:pos:R:3:forces:R:3
Ru -0.2007 -0.4891 -1.6963 0.2 0.0 -0.1
O 0.3108 -2.4582 -4.1864 0.0 0.1 -0.1
S 0.5714 -2.2415 -2.7545 0.2 -0.2 0.0
C 2.3568 -2.2774 -2.6473 0.0 0.0 0.1
C 3.0728 -3.1110 -3.5000 0.0 0.0 0.0
C 4.4503 -3.1481 -3.3910 0.0 0.0 0.0
C 5.0988 -2.3574 -2.4450 0.0 0.0 0.0
C 4.3760 -1.4987 -1.6372 0.0 0.0 0.0
C 2.9859 -1.4311 -1.7542 0.0 0.0 -0.1
P 1.9567 -0.2913 -0.7667 0.1 -0.1 0.0
C 2.7339 -0.7026 0.8429 0.0 0.0 0.0
C 3.4149 0.2423 1.6048 -0.1 0.0 0.1
C 4.1625 -0.1565 2.7068 0.0 0.0 0.0
C 4.2374 -1.4979 3.0571 0.0 0.0 0.0
C 3.5761 -2.4465 2.2899 0.0 0.0 0.0
C 2.8419 -2.0500 1.1834 0.1 0.0 0.0
C 2.6126 1.3743 -1.1041 0.1 0.0 0.0
C 3.6230 1.6188 -2.0290 0.0 0.0 0.0
C 4.0136 2.9220 -2.3045 0.0 0.0 0.0
C 3.3904 3.9877 -1.6707 0.0 0.0 0.0
C 2.3821 3.7468 -0.7473 0.0 0.0 0.0
C 1.9962 2.4469 -0.4604 0.0 0.0 0.0
C 0.0331 -3.7538 -1.9623 0.0 0.0 0.0
C 0.3681 -4.9721 -2.5403 0.0 0.0 0.0
C -0.1272 -6.1377 -1.9845 0.0 0.0 0.0
C -0.9596 -6.0800 -0.8722 0.0 0.0 0.0
C -1.2981 -4.8600 -0.3126 -0.1 0.0 -0.1
C -0.8162 -3.6744 -0.8672 0.2 0.0 0.1
P -1.2163 -2.0420 -0.1646 -0.8 0.2 -0.1
C -3.0014 -1.7652 -0.4224 0.0 -0.1 -0.3
C -3.8186 -2.4649 -1.3051 0.4 0.7 -0.4
C -5.1048 -1.9840 -1.5496 -0.7 -1.5 1.3
C -5.6720 -1.0501 -0.6932 0.2 0.5 -0.3
C -4.8696 -0.3829 0.2271 -0.1 0.0 -0.2
C -3.5260 -0.6949 0.3067 0.1 0.0 0.2
C -1.2989 -2.4231 1.6358 0.3 0.0 0.0
C -2.4896 -2.8416 2.2339 0.0 -0.1 -0.1
C -2.5106 -3.2152 3.5701 0.0 0.0 0.0
C -1.3509 -3.1845 4.3298 0.0 0.0 0.0
C -0.1622 -2.7804 3.7411 0.0 0.0 0.0
C -0.1456 -2.4047 2.4091 0.0 0.0 0.0
H 2.5567 -3.6931 -4.2504 0.0 0.0 0.0
H 5.0244 -3.7937 -4.0413 0.0 0.0 0.0
H 6.1750 -2.4062 -2.3492 0.0 0.0 0.0
H 4.8867 -0.8722 -0.9161 0.0 0.0 0.0
H 3.3770 1.2901 1.3391 0.0 0.0 0.0
H 4.7065 0.5855 3.2786 0.0 0.0 0.0
H 4.8324 -1.8059 3.9065 0.0 0.0 0.0
H 3.6463 -3.4963 2.5408 0.0 0.0 0.0
H 2.3681 -2.8079 0.5674 0.0 0.0 0.0
H 4.0981 0.8015 -2.5562 0.0 0.0 0.0
H 4.8169 3.1040 -3.0076 0.0 0.0 0.0
H 3.6936 5.0027 -1.8911 0.0 0.0 0.0
H 1.8855 4.5729 -0.2558 0.0 0.0 0.0
H 1.2091 2.2577 0.2610 0.0 0.0 0.0
H 0.9925 -5.0088 -3.4211 0.0 0.0 0.0
H 0.1326 -7.0930 -2.4192 0.0 0.0 0.0
H -1.3500 -6.9926 -0.4429 0.0 0.0 0.0
H -1.9447 -4.8236 0.5540 0.0 0.0 0.0
H -3.4168 -3.2798 -1.8958 -0.1 -0.1 0.0
H -5.7800 -2.5700 -2.1640 0.2 0.2 -0.4
H -6.7109 -0.7717 -0.8122 0.0 -0.1 0.1
H -5.2832 0.3836 0.8692 0.0 0.0 0.0
H -2.8851 -0.1361 0.9811 0.0 0.0 0.1
H -3.4127 -2.8917 1.6752 0.0 0.0 0.0
H -3.4432 -3.5378 4.0135 0.0 0.0 0.0
H -1.3751 -3.4760 5.3715 0.0 0.0 0.0
H 0.7535 -2.7464 4.3183 0.0 0.0 0.0
H 0.7751 -2.0548 1.9810 0.0 0.0 0.0
I -4.6461 -2.1579 -5.7969 0.1 0.1 0.0
C -3.6449 -1.0489 -4.3791 0.0 -0.4 0.2
C -4.2065 -0.2380 -3.4170 0.6 1.6 -1.6
N -3.1803 0.2601 -2.6862 0.2 -0.8 0.5
N -2.0182 -0.3528 -3.0088 -0.1 -0.4 0.6
C -2.2843 -1.1146 -4.0590 -0.2 -0.1 -0.3
H -5.1126 0.3347 -3.5539 -0.4 -0.4 0.7
H -3.2474 0.6306 -1.7445 -0.1 0.3 -0.2
H -1.5025 -1.6600 -4.5550 0.0 -0.1 0.0
S 0.5864 1.1236 -3.3626 0.1 -0.1 0.0
C 1.4768 0.9242 -4.7881 0.0 0.2 0.0
N 2.1556 1.9782 -5.2245 -0.2 0.0 0.0
C 2.9960 1.8074 -6.4035 0.0 0.0 0.0
C 2.4136 0.6084 -7.1361 0.0 0.0 0.0
S 1.6140 -0.4274 -5.8619 0.0 0.0 0.1
H 2.2115 2.8002 -4.6378 0.1 0.0 0.0
H 4.0268 1.6237 -6.0887 0.0 0.0 0.0
H 2.9699 2.7075 -7.0146 0.0 0.0 0.0
H 3.1791 0.0215 -7.6360 0.0 0.0 0.0
H 1.6564 0.9007 -7.8613 0.0 0.0 0.0
C -0.3516 4.5085 2.0307 0.0 0.0 0.0
C -1.5554 4.1124 1.2170 -0.1 0.1 0.0
O -1.1503 3.9312 -0.1781 0.3 -0.3 0.0
P -1.5587 2.7349 -1.1120 -0.3 0.1 0.0
O -1.0106 1.3706 -0.8274 0.1 0.2 0.0
Te -1.0827 3.6786 -3.2894 -0.1 0.1 0.0
O -3.1349 2.5821 -0.9263 0.0 0.0 0.0
C -4.0408 3.6576 -1.2868 0.0 0.0 0.0
C -5.3208 3.4745 -0.5101 0.0 0.0 0.0
H -0.6691 4.7310 3.0510 0.0 0.0 0.0
H 0.1072 5.4081 1.6202 0.0 0.0 0.0
H 0.3780 3.7016 2.0687 0.0 0.0 0.0
H -2.2922 4.9171 1.2040 0.0 -0.1 0.0
H -2.0157 3.1951 1.5793 0.1 0.0 0.0
H -4.2090 3.6001 -2.3640 0.0 0.0 0.0
H -3.5676 4.6156 -1.0576 0.0 0.0 0.0
H -5.7779 2.5133 -0.7451 0.0 0.0 0.0
H -6.0251 4.2626 -0.7746 0.0 0.0 0.0
H -5.1339 3.5234 0.5624 0.0 0.0 0.0
C -2.0397 2.0007 4.9375 0.0 0.0 0.0
N -0.6213 1.7189 4.9761 0.1 0.0 0.0
C 0.1212 1.2381 3.9544 0.0 -0.1 0.0
Se -0.4167 0.8592 2.2367 0.0 0.3 0.0
N 1.3790 1.0751 4.4212 0.0 0.0 0.0
C 1.4585 1.4490 5.7568 0.0 0.0 0.1
C 2.5042 1.4708 6.6645 0.0 0.0 0.0
C 2.2128 1.9209 7.9424 0.0 0.0 0.0
C 0.9259 2.3332 8.2975 0.0 0.0 0.0
C -0.1182 2.3126 7.3867 0.0 0.0 0.0
C 0.1771 1.8624 6.1100 0.1 0.0 0.0
H -2.3943 1.8159 3.9268 0.0 0.0 0.0
H -2.2211 3.0400 5.2120 0.0 0.0 0.0
H -2.5682 1.3474 5.6318 0.0 0.0 0.0
H 2.1135 0.6875 3.8495 0.0 0.0 0.0
H 3.5023 1.1550 6.3930 0.0 0.0 0.0
H 2.9998 1.9554 8.6827 0.0 0.0 0.0
H 0.7411 2.6759 9.3059 0.0 0.0 0.0
H -1.1133 2.6318 7.6640 0.0 0.0 0.0
```
Forces are in eV/Å.

Results
Kohn-Sham gap (spin up / spin down)   6.93 / 5.17 eV
M   1460.71 g mol⁻¹
Lowest unoccupied orbital energy (spin up / spin down)   -4.390 / -6.147 eV
Max |F|   2.297 eV/A
HOMO (spin up / spin down)   -11.318 / -11.318 eV
Calculated total energy   -7945.29337 hartree
Spin multiplicity   2
⟨S²⟩   0.7548
Charge   +2